1.
DFT (ωB97M-V/def2-TZVPD) results for a structure of composition C43H45BIrN8SSi.

Geometry as XYZ:
```
100
Properties=species:S:1:pos:R:3:forces:R:3
Ir 0.333 -0.374 0.759 0.0248 0.6283 -0.2364
S 0.690 -0.513 -5.871 0.0515 -0.0008 0.0260
Si -1.401 1.237 0.666 0.0799 -0.2023 0.1186
N 2.222 3.619 -7.023 -0.0010 0.0078 -0.0005
N 2.463 -1.082 0.688 -0.2558 -0.2684 0.0759
N 0.935 -2.022 3.032 0.0526 0.0531 0.0736
N 0.556 -0.729 2.804 -0.2092 -0.0371 -0.1331
N 2.492 -2.385 1.079 0.1295 0.1008 0.1464
N 0.443 -0.353 -1.337 0.0486 -0.0060 0.1694
N -0.815 -2.016 0.743 0.2685 -0.2580 -0.0630
N 0.006 -3.095 0.993 -0.0060 -0.0943 -0.0217
C 2.647 1.375 -6.304 0.0165 0.0284 -0.0223
C 3.709 -2.907 0.819 -0.0210 0.0364 -0.0744
C -2.955 1.011 1.698 0.0463 0.0632 -0.0063
C 3.644 -0.785 0.162 -0.0070 -0.0507 -0.0235
C 1.288 1.102 -6.321 -0.0207 -0.0468 0.0097
C -1.803 3.075 -1.482 -0.0127 -0.0055 0.0096
C -0.495 2.764 1.322 -0.0925 0.0317 0.0142
C -5.276 0.731 3.240 0.0022 0.0089 -0.0256
C -2.627 1.240 -3.380 0.0144 0.0057 -0.0159
C -2.533 2.584 -3.721 0.0129 0.0009 0.0150
C 0.402 2.095 -6.708 -0.0141 0.0089 0.0064
C 3.932 0.573 -0.385 0.0267 -0.0174 -0.0171
C -2.122 3.500 -2.767 -0.0047 -0.0091 -0.0180
C -1.973 -2.492 0.265 -0.0672 0.0882 0.0043
C 1.470 4.197 1.448 0.0349 -0.0061 0.0005
C 4.470 -1.915 0.228 0.0214 0.0220 -0.0139
C -3.187 -1.705 -0.080 0.0431 0.0257 0.0347
C -4.090 1.781 1.431 -0.0192 -0.0093 -0.0145
C 1.003 -2.249 4.356 -0.0231 0.0352 0.0114
C -2.304 0.825 -2.098 0.0103 -0.0454 -0.0061
C 0.820 5.033 2.343 0.0056 -0.0063 -0.0032
C -0.641 -4.229 0.669 0.0151 0.0102 0.0370
C -3.011 0.094 2.750 0.0477 -0.0135 0.0092
C 0.670 -0.400 -4.123 -0.0543 0.0566 -0.0152
C 4.082 -4.319 1.120 -0.0170 -0.0012 0.0219
C 0.265 -1.491 -2.028 0.0548 0.0098 -0.0252
C 1.398 -3.561 4.943 0.0092 -0.0113 -0.0152
C -1.889 -3.883 0.194 -0.0653 -0.0490 0.0354
C 0.366 -1.554 -3.398 -0.0102 0.0101 -0.0049
C 0.057 1.292 4.174 -0.0121 -0.0246 0.0424
C -1.881 1.727 -1.113 -0.0990 0.0034 0.0471
C 0.902 0.768 -3.403 0.0207 -0.0330 -0.0002
C -1.126 3.620 2.231 0.0171 0.0545 -0.0855
C 0.665 -1.075 4.998 0.0618 -0.0075 -0.0011
C -0.484 4.745 2.726 -0.0063 -0.0188 0.0072
C 0.811 3.086 0.938 0.0292 -0.0799 0.0426
C -5.241 1.644 2.195 -0.0043 -0.0171 0.0273
C 3.060 2.651 -6.661 -0.0177 -0.0077 -0.0041
C -0.053 -5.590 0.833 0.0086 0.0269 -0.0131
C 0.776 0.742 -2.033 -0.0191 -0.0037 0.0334
C 0.403 -0.141 3.994 0.0591 0.0186 -0.0287
C 0.924 3.337 -7.050 0.0170 -0.0182 0.0084
C -4.159 -0.045 3.517 0.0064 0.0071 -0.0024
B 1.298 -2.958 1.870 -0.0209 -0.0161 -0.0595
H 4.986 0.819 -0.267 -0.0051 0.0009 0.0046
H 1.323 5.906 2.737 -0.0043 -0.0089 -0.0061
H 0.634 -0.901 6.061 0.0027 -0.0027 -0.0244
H 3.348 1.330 0.139 0.0045 -0.0045 -0.0035
H -2.355 -0.234 -1.881 0.0114 0.1119 -0.0570
H -2.667 -4.554 -0.129 0.0103 0.0271 0.0008
H -2.136 3.403 2.559 -0.0023 -0.0043 0.0037
H -2.787 2.912 -4.721 -0.0023 0.0061 0.0046
H -3.025 -0.636 -0.031 -0.0651 -0.1070 -0.0233
H -4.183 -0.761 4.329 -0.0049 0.0020 -0.0024
H 3.697 0.626 -1.451 -0.0035 -0.0039 0.0092
H 0.915 1.653 -1.470 -0.0092 -0.0077 -0.0191
H -4.081 2.492 0.611 0.0034 -0.0128 0.0044
H -2.149 -0.530 2.964 -0.0208 0.0071 -0.0047
H 0.525 1.906 3.412 0.0411 0.0263 0.0101
H 0.312 -5.747 1.847 -0.0182 -0.0088 0.0051
H 3.824 -4.595 2.142 0.0118 0.0075 -0.0087
H 2.442 -3.794 4.730 -0.0128 -0.0014 -0.0045
H -0.663 1.911 -6.741 0.0094 -0.0001 0.0057
H 0.039 -2.381 -1.459 -0.0100 0.0008 0.0154
H 5.154 -4.449 0.989 0.0024 0.0006 -0.0109
H 3.366 0.617 -6.023 -0.0060 0.0000 -0.0052
H 0.406 1.630 5.149 -0.0317 -0.0244 0.0117
H -0.810 -6.340 0.616 -0.0018 0.0123 -0.0197
H 0.785 -4.373 4.553 0.0046 0.0042 0.0080
H 0.263 4.141 -7.355 0.0074 -0.0070 -0.0019
H 4.115 2.904 -6.660 -0.0099 0.0032 0.0021
H -1.001 5.397 3.419 0.0085 -0.0016 -0.0046
H 1.595 -4.031 2.291 -0.0476 -0.0155 -0.0331
H -6.112 2.249 1.972 0.0011 -0.0028 0.0035
H 5.493 -1.996 -0.101 -0.0130 0.0052 0.0139
H -2.947 0.514 -4.117 0.0017 -0.0028 0.0022
H -1.022 1.450 4.126 -0.0058 0.0144 -0.0269
H 0.784 -5.739 0.150 0.0084 0.0073 0.0229
H 2.484 4.415 1.138 -0.0052 -0.0002 0.0095
H 0.205 -2.501 -3.897 -0.0096 0.0054 -0.0015
H -3.982 -1.940 0.631 0.0116 0.0042 0.0111
H 3.574 -5.013 0.448 -0.0091 -0.0008 0.0165
H 1.271 -3.525 6.023 0.0086 0.0011 0.0044
H 1.346 2.466 0.225 -0.0129 -0.0081 0.0147
H -3.541 -1.975 -1.075 -0.0007 0.0052 -0.0051
H -1.484 3.815 -0.757 0.0049 -0.0014 -0.0038
H -6.174 0.622 3.835 0.0041 0.0037 -0.0041
H 1.148 1.700 -3.890 -0.0049 -0.0027 0.0110
H -2.052 4.552 -3.016 0.0027 -0.0045 -0.0010
```
Positions in Å, forces in eV/Å.

**Charge**: +1
**E_HOMO**: -10.917 eV
**HOMO-LUMO gap**: 7.7 eV
**Energy relative to the best compared isomer or geometry (same formula, charge and spin)**: 0.308 eV

Atom charges from the Löwdin analysis, given in e for atoms 1 to 8: Ir 1.1945; S 1.0543; Si 0.6371; N 0.0752; N -0.0174; N 0.0331; N -0.0613; N 0.0252

2.
DFT (ωB97M-V/def2-TZVPD) results for a cluster of 4 separate species, C43H45ClF4N4O3PS in total in a non-equilibrium geometry.

Geometry as XYZ:
```
102
Properties=species:S:1:pos:R:3:forces:R:3
Cl 6.012 2.571 -2.019 -0.7330 -0.3372 0.3660
S 2.012 -4.511 1.314 -1.2282 2.4865 0.4988
P 1.232 -0.774 -0.007 -2.8058 5.1789 -0.2831
F -8.384 3.113 0.963 -0.2194 0.0568 0.0378
F 0.790 0.421 1.186 0.9021 -1.4431 -0.2382
F -3.590 0.305 -2.079 -0.1918 -0.1702 -0.2121
F 1.484 2.442 5.778 -0.1252 0.0956 0.0311
O 3.999 -2.763 -0.575 1.5696 -2.2907 -2.2052
O 1.759 -1.938 -1.159 2.4548 0.1521 1.3842
O 2.697 0.172 -0.196 1.0265 -1.8512 -0.4062
N 5.918 -0.171 2.286 0.2256 -0.3444 -3.5930
N -0.009 1.763 -0.611 -0.8802 -0.7784 -1.3815
N 5.706 -4.163 -1.823 -1.4618 2.1002 1.3588
N 1.831 -1.652 1.472 -1.1463 -5.1855 -0.8833
C 4.821 -0.247 1.429 2.3753 -0.0947 -1.4088
C 3.214 -4.573 -4.024 -1.1798 0.7489 0.6232
C 1.653 -2.889 1.424 3.1512 1.2400 0.2725
C 6.361 -0.507 -0.743 0.2172 0.5043 5.3590
C 5.022 -0.389 -0.049 0.9948 -0.5802 -0.9278
C -1.002 -2.557 -0.793 -1.2624 -2.9071 -2.3026
C -7.569 4.918 2.238 0.1700 -0.1369 0.0126
C 4.317 0.941 7.458 0.0258 -0.0240 -0.2604
C 4.996 0.398 6.373 -0.0362 0.0286 0.0305
C 3.727 -0.423 -1.000 -0.0838 1.1950 0.6565
C 3.298 1.232 4.883 -0.0887 0.0729 -0.1230
C -9.918 6.308 1.691 0.2556 -0.0641 0.0937
C -8.561 4.349 1.457 -0.1059 0.6216 0.2467
C -4.885 1.542 -0.548 0.1312 0.1561 -0.0306
C -1.824 -3.611 -3.109 0.6961 -0.1222 3.0259
C -1.918 -4.999 -2.536 0.8287 2.4102 1.0959
C 4.257 2.044 -1.848 -1.4358 0.3182 -1.3277
C 3.172 -1.911 -1.416 -1.3906 2.2952 -1.8562
C -2.429 -6.145 -3.487 -0.5131 0.3474 0.4623
C 2.634 1.773 5.971 0.6224 -0.3732 0.0267
C 4.490 0.545 5.084 -0.0660 -0.0237 0.2369
C 3.428 3.003 -2.840 -0.0915 0.1826 0.0024
C 0.518 0.519 -1.304 0.2662 0.9168 -0.9236
C -1.108 -3.988 -0.261 -0.5925 0.8564 -2.3934
C -7.752 6.199 2.745 -0.2661 -0.0355 -0.1450
C 3.131 1.638 7.257 -0.1565 0.1058 0.1566
C -1.383 -2.422 -2.266 -0.2399 -2.6855 1.1420
C -6.922 0.582 0.304 -0.0616 -0.0569 0.0383
C 7.533 -0.418 0.240 -3.9732 0.1624 0.0260
C -1.540 -5.164 -1.085 -0.0045 2.6653 -1.2204
C 4.964 -3.433 -1.273 -0.9685 -0.8451 0.4741
C 3.160 -2.194 -2.996 -1.3732 -0.0467 -1.4336
C -6.701 -0.566 -0.451 0.1487 0.3185 0.0520
C -4.680 0.396 -1.299 -0.5562 0.0028 0.3864
C -5.576 -0.658 -1.261 0.0463 -0.2060 -0.1490
C -1.286 2.175 -1.252 0.5594 0.2548 -0.0537
C 7.158 -0.237 1.674 0.9634 -0.2095 -1.2298
C 2.457 -3.591 -3.328 2.4145 -1.1200 -0.9752
C -8.927 6.892 2.474 0.0162 0.0553 0.0359
C 4.019 0.517 -2.273 -0.2099 0.2778 -0.0841
C -6.017 1.637 0.254 0.1286 -0.3479 -0.1624
C -0.591 -1.352 0.129 -1.5590 -2.2065 0.3813
C -9.733 5.032 1.175 -0.1401 -0.1066 -0.1156
H 2.593 2.076 8.089 -0.0227 -0.0167 -0.0538
H -7.803 0.654 0.932 0.0793 0.0092 -0.0541
H 3.803 -0.184 1.924 1.3580 -0.1409 -1.0772
H 4.869 0.114 -2.916 -0.9217 0.6358 1.0182
H -10.489 4.565 0.556 0.0547 -0.0243 0.0298
H 3.656 -4.395 -5.054 0.8209 0.4253 2.0228
H 8.043 -0.140 2.382 -1.2965 -0.1553 -0.8454
H 1.317 0.924 -2.006 -0.7715 -0.9706 0.5001
H -1.337 -0.519 -0.081 1.4376 -0.7473 0.2146
H -2.089 1.376 -1.201 1.4665 0.9740 0.1599
H -2.755 -5.665 -4.460 0.5355 -0.6403 1.0206
H -1.618 -6.172 -0.593 0.1461 1.1878 -0.5971
H 8.601 -0.460 -0.117 -1.3839 0.0633 0.6826
H -10.835 6.848 1.484 0.0637 -0.0614 -0.0148
H 2.440 2.542 -3.149 1.0819 0.3260 0.5428
H -9.070 7.890 2.873 0.0088 -0.0804 -0.0343
H 3.130 0.548 -2.984 1.0133 -0.2683 1.1845
H 3.883 2.278 -0.813 0.7898 -0.6154 -0.9188
H -7.406 -1.389 -0.407 0.0720 0.0381 -0.0297
H 3.369 -5.618 -3.610 -1.5339 0.8478 -1.1458
H 6.511 -0.647 -1.842 -0.3158 0.1806 1.3081
H -0.828 -1.672 1.201 0.4684 0.3458 -1.3211
H 0.715 2.475 -0.753 -0.6824 -0.1978 0.2290
H -5.391 -1.541 -1.862 0.0738 0.0402 0.0393
H -3.361 -6.655 -3.070 1.2044 0.6540 -0.3551
H 2.882 1.351 3.888 -0.0434 -0.0064 0.0398
H -4.164 2.349 -0.593 -0.0095 -0.0589 -0.0186
H -2.121 -3.423 -4.186 0.4414 -0.2909 1.4610
H -1.665 3.080 -0.689 0.2854 -0.7066 -0.9341
H -6.191 2.530 0.837 0.1042 -0.1038 -0.0772
H -1.386 -1.429 -2.788 0.0688 -1.0629 0.7467
H 4.170 -2.080 -3.480 -0.9302 -0.5511 0.5816
H -0.308 0.101 -1.950 0.8674 0.3118 0.6685
H 3.168 3.993 -2.344 0.5632 -1.1824 -0.5689
H 4.711 0.823 8.462 -0.0534 0.0400 -0.0479
H 2.488 -1.412 -3.487 0.9591 -0.5389 1.1881
H -1.067 2.369 -2.353 -0.8430 0.1968 0.9206
H -6.664 4.359 2.446 -0.0427 0.0085 -0.0184
H -0.849 -4.136 0.820 -0.3428 0.0040 -1.2731
H 1.405 -3.829 -3.013 1.5949 0.1584 1.0920
H -6.979 6.656 3.352 -0.0378 -0.0743 -0.0431
H -1.676 -6.959 -3.691 -0.6268 0.9903 0.2372
H 3.999 3.216 -3.798 -0.5660 -0.3094 1.2266
H 5.024 0.122 4.237 -0.1070 0.1233 0.1449
H 5.924 -0.142 6.530 -0.0712 0.0293 -0.0192
```
Positions in Å, forces in eV/Å.

**Charge**: -1
**E_HOMO**: -4.956 eV
**HOMO-LUMO gap**: 7.0 eV

Atom charges from the Löwdin analysis, given in e for atoms 1 to 8: Cl 0.5366; S 0.5971; P 0.6280; F 0.0525; F -0.3086; F 0.0399; F 0.0555; O -0.0021